A 2-piece molecular cluster, C9H15BBr2Cl2F3O2S overall at a distorted geometry. Source: the Open Molecules 2025 dataset; level of theory: the ωB97M-V functional and the def2-TZVPD basis.

```
35
Properties=species:S:1:pos:R:3:forces:R:3:nbo_charge:R:1
C 2.178142 -2.886093 -0.563619 -0.1645 0.4201 0.4384 -1.0398
B 0.625177 -2.477116 -0.676488 0.2103 -3.8304 0.0561 0.8867
O -0.352707 -3.527153 -0.487561 1.5638 3.1799 0.9108 -0.8785
S -0.064256 -0.754475 -0.985811 -1.8231 0.6222 -1.0979 0.5403
C 0.932039 0.214425 -2.212994 0.3057 1.1319 -0.9931 -0.5462
C 2.430474 0.540301 -1.763460 0.3128 0.8237 -0.7898 0.0028
O 2.902028 1.566661 -2.678017 -0.7156 -0.6850 1.1848 -0.6702
C 2.521772 1.134650 -0.293819 0.5109 0.3233 2.4617 0.9515
F 2.556434 0.145189 0.718254 -0.2459 1.6503 -2.2432 -0.3310
F 3.665819 1.922535 -0.076488 -2.7338 -1.7168 -0.8465 -0.3002
F 1.387773 1.933981 0.019747 2.2673 -1.4333 -0.9256 -0.3408
C -1.678808 -1.061179 -1.864879 -2.0531 0.0506 -0.2338 -0.3472
Br -1.580605 -2.008808 -3.597969 0.4136 0.8189 1.5968 0.1359
C -2.925221 -0.661729 -1.351223 2.1058 -0.1543 -0.1035 -0.0003
C -3.023182 0.128732 0.029055 -0.4441 -1.3241 -1.4696 -0.6909
Br -4.568010 -1.058119 -2.378217 1.7765 0.5407 1.2789 0.1668
H 2.405396 -3.655678 -1.375720 -0.1894 1.0534 0.9822 0.2961
H 2.301624 -3.424001 0.443729 -0.2691 0.6359 -1.4217 0.2926
H 2.908141 -2.020144 -0.546488 -0.7653 -1.2265 -0.2777 0.2436
H -0.804378 -3.285255 0.359912 -0.1948 -0.6373 -0.9006 0.5124
H 0.401737 1.227238 -2.326258 0.5510 -1.5723 0.4849 0.2837
H 0.905583 -0.249667 -3.262385 0.1680 0.3018 1.7588 0.2945
H 3.119677 -0.349521 -1.950570 -0.9457 1.2250 0.7535 0.2485
H 2.728858 2.451604 -2.294928 0.1061 -0.5468 -0.3236 0.4911
H -4.086740 0.011448 0.407772 1.4060 0.3560 -0.4177 0.2701
H -2.765239 1.210760 -0.181882 -0.3283 -1.3789 0.4398 0.2658
H -2.319598 -0.382049 0.759640 -0.8605 0.9602 -0.8998 0.2458
Cl -2.987105 1.643129 2.393469 0.0079 0.3341 0.5783 -0.0690
C -1.859491 2.342504 3.583365 0.1793 0.1988 0.2527 -0.3849
C -0.487025 1.705674 3.507754 0.0137 0.2200 -0.0215 -0.3889
Cl -0.498793 0.013602 4.067089 -0.0171 -0.0788 -0.1173 -0.0597
H -2.301218 2.230960 4.574227 0.0460 -0.0915 -0.1398 0.2364
H -1.784830 3.408450 3.361782 0.0322 -0.1105 -0.0355 0.2323
H 0.208172 2.246414 4.151946 -0.1264 -0.0272 -0.0030 0.2359
H -0.091636 1.722731 2.491033 -0.1000 -0.0332 0.0834 0.2146
```
Positions in Å, forces in eV/Å.

As for the net charge: +1. As for the spin multiplicity: 1. As for the HOMO-LUMO gap: 8.92 eV.